The following is a quantum chemistry calculation of a cluster of 3 separate species, C3H13NO2S2 in total, from OMol25.

Structure (XYZ):
```
21
Properties=species:S:1:pos:R:3:nbo_charge:R:1
C -0.0255 2.2647 0.7102 -0.38
N 0.7175 1.1198 1.1965 -0.64
C 0.0917 -0.1889 1.2258 -0.23
C 0.4706 -1.0483 0.0160 -0.58
S 2.1871 -1.5421 -0.1255 0.12
S 2.7630 -2.2854 1.6818 -0.15
H -0.0182 2.2845 -0.3798 0.14
H 0.4246 3.1967 1.0593 0.21
H -1.0436 2.3136 1.1060 0.17
H 1.1931 1.3468 2.0525 0.37
H 0.3492 -0.6347 2.1861 0.21
H -1.0017 -0.1382 1.1871 0.18
H 0.3296 -0.4389 -0.8879 0.27
H -0.2185 -1.8940 -0.0588 0.20
H 2.0677 -3.4239 1.7674 0.11
O -0.5340 0.9232 -2.2764 -0.95
H -0.1100 1.6075 -1.7478 0.47
H -1.4118 0.7692 -1.9156 0.49
O -2.2794 -1.1568 -2.0032 -0.94
H -1.9977 -1.0195 -2.9191 0.48
H -1.9539 -2.0556 -1.8745 0.47
```

The calculation puts the total energy at -1123.67909 a.u. The structure (SMILES) is CNCCSS.O.O. Its LUMO energy is 0.6 eV. The spin multiplicity is 1.

The following is a quantum chemistry calculation of a cluster of 4 separate species, C3H13NO3 in total, from OMol25.

Structure (XYZ):
```
20
Properties=species:S:1:pos:R:3:nbo_charge:R:1
C -2.3362 -1.0562 1.1150 -0.49
C -1.0629 -1.0788 1.4838 0.01
N 0.0152 -0.6270 0.7050 -0.68
C 1.2089 -1.4723 0.5842 -0.41
H -2.5536 -0.7030 0.1151 0.20
H -3.1268 -1.5442 1.6589 0.21
H -0.7330 -1.3085 2.4931 0.18
H -0.2994 -0.3952 -0.2337 0.42
H 1.9332 -0.8371 0.1002 0.21
H 1.0056 -2.3360 -0.0557 0.18
H 1.6273 -1.7918 1.5410 0.20
O 1.2087 1.7237 0.6619 -1.02
H 1.1122 2.4912 1.2293 0.47
H 0.6653 0.9434 0.9912 0.51
O -0.6338 -0.1159 -2.0995 -0.97
H -0.0917 -0.6568 -2.6925 0.47
H -0.3159 0.7802 -2.3245 0.51
O 0.7809 2.3654 -2.0530 -0.98
H 1.0690 2.3202 -1.1169 0.51
H 0.5272 3.2985 -2.1029 0.47
```

The calculation puts the total energy at -402.55469 a.u. The structure (SMILES) is C=CNC.O.O.O. Its LUMO energy is 0.8 eV. The spin multiplicity is 1.

The following is a quantum chemistry calculation of a cluster of 3 separate species, C3H13NO3 in total in a non-equilibrium geometry, from OMol25.

Structure (XYZ):
```
20
Properties=species:S:1:pos:R:3:nbo_charge:R:1
N -0.9748 1.5396 1.9695 -0.86
C -0.7021 0.5525 0.8727 -0.22
C 0.6878 -0.0096 1.0474 -0.43
C 1.3031 -0.6659 -0.2007 -0.07
O 0.6149 -1.9165 -0.3529 -0.73
H -1.3437 1.1164 2.8170 0.37
H -1.7088 2.1261 1.5856 0.36
H -1.5347 -0.1488 0.7871 0.19
H -0.7254 1.1023 -0.0811 0.18
H 0.7150 -0.6566 1.9382 0.21
H 1.4267 0.7829 1.2677 0.21
H 2.3399 -0.9475 0.0813 0.16
H 1.4500 0.0200 -1.0367 0.18
H 0.7258 -2.2087 -1.2666 0.47
O 0.4882 3.7583 2.5271 -0.97
H 0.3964 2.8424 2.1694 0.49
H -0.4206 3.8885 2.8363 0.45
O -0.6714 -3.7457 -5.9797 -0.93
H -0.6399 -3.1459 -5.2301 0.46
H -1.4263 -4.2838 -5.7515 0.46
```

The calculation puts the total energy at -402.53820 a.u. The structure (SMILES) is NCCCO.O.O. Its LUMO energy is 0.3 eV. The spin multiplicity is 1.

The following is a quantum chemistry calculation of a cluster of 3 separate species, C3H13NO3 in total in a non-equilibrium geometry, from OMol25.

Structure (XYZ):
```
20
Properties=species:S:1:pos:R:3:nbo_charge:R:1
C 0.2519 1.8259 1.2205 -0.62
C 0.2633 0.8973 0.0129 -0.09
N -0.9407 0.0266 0.2453 -0.85
C 1.5894 0.1902 -0.2400 -0.08
O 2.7208 1.0652 -0.2275 -0.71
H 1.0604 2.5266 1.3812 0.23
H -0.6012 2.5374 1.1858 0.22
H 0.0669 1.2734 2.1426 0.19
H 0.0771 1.5215 -0.8520 0.17
H -0.8792 -0.8924 -0.1758 0.36
H -0.8297 -0.1296 1.2434 0.35
H 1.8336 -0.3899 0.7111 0.18
H 1.4843 -0.4610 -1.1674 0.18
H 2.7447 1.5286 -1.0643 0.46
O -3.4562 0.0393 -1.5244 -0.95
H -2.7235 0.4554 -1.0587 0.48
H -3.6778 -0.6033 -0.8560 0.46
O 0.7336 -3.6039 -0.4018 -0.92
H 0.4193 -4.2394 0.2402 0.46
H -0.1372 -3.5681 -0.8150 0.46
```

The calculation puts the total energy at -402.53717 a.u. The structure (SMILES) is C[C@H](N)CO.O.O. Its LUMO energy is 0.4 eV. The spin multiplicity is 1.

The following is a quantum chemistry calculation of a cluster of 3 separate species, C3H13NO3 in total in a non-equilibrium geometry, from OMol25.

Structure (XYZ):
```
20
Properties=species:S:1:pos:R:3:nbo_charge:R:1
C 1.2467 -2.6485 -2.0156 -0.62
C 0.7171 -2.0347 -0.7015 -0.23
N 1.1244 -0.6182 -0.6033 -0.64
C 0.4237 0.0384 0.4517 0.09
O -0.8875 0.3879 0.0193 -0.72
H 0.5467 -3.3805 -2.4128 0.21
H 2.1467 -3.2091 -1.8080 0.20
H 1.4820 -1.8189 -2.6530 0.22
H -0.3436 -2.1568 -0.6068 0.19
H 1.1443 -2.5494 0.1689 0.17
H 2.0978 -0.6396 -0.3082 0.36
H 0.9377 0.9717 0.7192 0.16
H 0.3452 -0.5457 1.3780 0.14
H -0.9518 0.0303 -0.8728 0.47
O -1.5746 7.2736 -1.0597 -0.94
H -0.8885 6.6309 -1.2659 0.47
H -2.3988 6.7826 -1.0241 0.47
O -1.4929 -0.6117 3.9801 -0.94
H -1.2252 -1.3331 4.5620 0.47
H -2.4494 -0.5692 4.0525 0.47
```

The calculation puts the total energy at -402.53718 a.u. The structure (SMILES) is CCNCO.O.O. Its LUMO energy is 0.8 eV. The spin multiplicity is 1.

The following is a quantum chemistry calculation of a cluster of 4 separate species, C3H13NO4 in total in a non-equilibrium geometry, from OMol25.

Structure (XYZ):
```
21
Properties=species:S:1:pos:R:3:nbo_charge:R:1
N 0.6948 0.0941 -1.5782 -0.85
C 1.0422 -0.3935 -0.2331 -0.23
C 1.7616 0.6643 0.6511 -0.53
C 2.0655 2.0254 0.0450 0.43
O 2.6746 2.8374 0.7045 -0.54
H 1.2210 -0.4305 -2.2689 0.37
H -0.2876 -0.1109 -1.6872 0.37
H 0.1433 -0.6668 0.3098 0.19
H 1.6865 -1.2684 -0.2477 0.19
H 2.7120 0.3078 1.0277 0.24
H 1.1508 0.9373 1.5118 0.23
H 1.7193 2.3297 -0.9469 0.14
O -2.9407 -0.7251 0.6972 -0.97
H -2.9448 -0.0249 0.0181 0.49
H -2.1140 -1.2106 0.6155 0.47
O -2.1737 1.6118 -0.7412 -0.95
H -1.4385 1.5532 -0.1176 0.48
H -2.6537 2.4095 -0.4698 0.48
O -0.5656 -3.0440 0.7254 -0.95
H -0.2783 -3.6017 1.4542 0.48
H -1.4746 -3.2940 0.5303 0.48
```

The calculation puts the total energy at -477.78358 a.u. The structure (SMILES) is NCCC=O.O.O.O. Its LUMO energy is 0.4 eV. The spin multiplicity is 1.